C11H23N4O2 | ωB97M-V/def2-TZVPD

Geometry as XYZ:
```
40
Properties=species:S:1:pos:R:3:lowdin_charge:R:1
C 4.4181 -1.2045 1.8229 -0.10
O 4.5923 -1.8194 0.5640 -0.18
C 4.9446 -0.9112 -0.4488 -0.24
C 3.8242 0.0552 -0.8540 -0.18
C 2.4763 -0.6398 -0.9981 -0.21
C 1.2864 0.3048 -1.1574 -0.21
C 1.1825 1.3483 -0.0351 -0.20
C -0.2419 1.9161 0.1112 -0.17
C -0.9528 1.4017 1.3835 -0.09
C -2.3923 1.0874 1.2221 -0.22
N -3.2977 1.1522 2.2201 0.14
N -4.4590 0.7692 1.7215 0.14
N -4.3071 0.4807 0.4676 -0.07
C -5.4042 0.0252 -0.4445 -0.13
O -4.8582 -0.7091 -1.4548 -0.14
C -4.7240 -2.1133 -1.1690 -0.04
N -3.0343 0.6581 0.1145 0.23
H 4.6865 -1.9075 2.6043 0.09
H 3.3765 -0.9068 1.9705 0.07
H 5.0499 -0.3209 1.9225 0.09
H 5.2482 -1.4922 -1.3156 0.13
H 5.8167 -0.3228 -0.1473 0.12
H 4.0915 0.4505 -1.8346 0.12
H 3.8073 0.8991 -0.1674 0.10
H 2.5336 -1.2652 -1.8903 0.12
H 2.2798 -1.3228 -0.1748 0.11
H 1.3175 0.8269 -2.1130 0.12
H 0.3787 -0.3042 -1.1375 0.10
H 1.4953 0.8643 0.8916 0.11
H 1.8858 2.1578 -0.2008 0.11
H -0.8156 1.7167 -0.7927 0.09
H -0.1601 2.9964 0.1949 0.12
H -0.4638 0.4985 1.7474 0.13
H -0.8792 2.1404 2.1743 0.13
H -6.0970 -0.5211 0.1927 0.15
H -5.8957 0.9094 -0.8378 0.15
H -3.9360 -2.4960 -1.8057 0.10
H -5.6446 -2.6341 -1.4163 0.10
H -4.4796 -2.2750 -0.1213 0.09
H -2.6484 0.5070 -0.8088 0.19
```

Values from the calculation:
Energy above the lowest of the compared OMol25 structures with the same formula, charge and spin: 0.00 kcal/mol
Gap between HOMO and LUMO: 7.6 eV
Structure (SMILES): COCCCCCCCc1nnn(COC)[nH+]1
Net charge: +1

=====

C11H23N5OPdSe3Te | ωB97M-V/def2-TZVPD

Geometry as XYZ:
```
45
Properties=species:S:1:pos:R:3:lowdin_charge:R:1
Pd -1.5272 -0.2531 0.2499 0.34
Se -2.9903 1.2603 -1.1005 0.15
Se -3.0545 -0.8756 -2.0832 -0.02
Te -4.4257 -2.0379 -0.2456 0.53
Se -3.1320 -1.8810 1.7805 0.05
N 2.2772 1.6261 -2.6372 0.08
C 2.3323 1.6087 -1.1238 -0.10
C 1.0177 1.4959 -0.4683 -0.20
N 0.2243 0.3703 -0.9969 -0.17
C 0.0309 0.5039 -2.4432 -0.24
C 1.4170 0.5480 -3.2350 -0.07
H 3.2017 1.6818 -3.0092 0.17
H 1.8639 2.5283 -2.9066 0.19
H 2.9155 2.4644 -0.7937 0.15
H 3.0411 0.7988 -0.8775 0.15
H 0.3038 2.3642 -0.5781 0.15
H 1.0993 1.5523 0.6792 0.14
H 0.7175 -0.5114 -0.7494 0.08
H -0.6263 1.3386 -2.7128 0.08
H -0.3701 -0.4627 -2.8892 0.09
H 1.1399 0.7427 -4.2956 0.15
H 1.8784 -0.4519 -3.1925 0.13
N -1.1913 -4.0032 -0.6761 0.19
C -0.1659 -3.2585 -1.2008 -0.60
N 0.3900 -3.5809 -2.4549 0.15
O 0.3201 -2.3034 -0.5644 -0.08
H -1.4610 -4.7500 -1.2557 0.10
H -1.7246 -3.7266 0.1264 0.02
H 0.1088 -4.4683 -2.8589 0.11
H 1.4006 -3.2924 -2.4487 0.13
C 1.3762 -0.7557 2.1590 0.00
C 0.4143 0.2213 2.7916 -0.30
C 0.6432 0.8136 4.0616 -0.01
C -0.3264 1.7792 4.1838 0.03
C -1.2454 1.6157 3.0305 -0.29
C -2.4458 2.4030 2.6966 -0.03
N -0.7996 0.6270 2.2368 0.00
H 0.8955 -1.3370 1.4246 0.02
H 1.6281 -1.3424 3.0280 0.10
H 2.2174 -0.1774 1.6909 0.10
H 1.4104 0.5776 4.7454 0.11
H -0.4295 2.4963 5.0181 0.13
H -3.2316 1.9655 2.0152 0.07
H -2.1628 3.3555 2.2486 0.09
H -2.9552 2.7305 3.6311 0.11
```

Values from the calculation:
Energy above the lowest of the compared OMol25 structures with the same formula, charge and spin: 0.56 kcal/mol
Gap between HOMO and LUMO (alpha / beta): 7.3 / 6.0 eV
Multiplicity: 5
Net charge: +2
<S²>: 6.03

=====

C11H24AlBeBrCl2F5KMgN5O12PS | ωB97M-V/def2-TZVPD

Geometry as XYZ:
```
66
Properties=species:S:1:pos:R:3:lowdin_charge:R:1
C 2.4771 0.8546 -0.3729 -0.10
C 2.4433 0.7411 -1.9057 -0.66
Cl 3.0224 2.2652 -2.6882 0.64
C 1.0829 0.3400 -2.5222 -0.66
Cl 1.2413 -1.2609 -3.2833 0.79
N -0.0472 0.4721 -1.6445 -0.05
C -0.7736 -0.3918 -0.9153 -0.41
N -0.5941 -1.6770 -0.8531 0.21
N -1.7657 0.2286 -0.2065 0.18
C -1.5874 1.5298 -0.5088 -0.50
P -2.4791 3.0539 0.0659 0.41
S -1.3180 4.0285 1.3173 0.13
N -0.5711 1.6567 -1.3704 -0.35
Br 0.0252 3.4371 -2.0876 0.62
H 1.5698 1.2839 0.0723 0.07
H 2.7824 -0.0904 0.0965 0.10
H 3.2848 1.5620 -0.1344 0.08
H 3.1783 -0.0215 -2.1739 0.10
H 0.9076 1.0503 -3.3445 0.04
H -0.5167 -2.2893 -1.6386 0.08
H -0.6100 -2.1281 0.0625 0.12
H -2.6935 3.9530 -1.0162 -0.02
H -3.7005 2.6840 0.6756 0.00
F 7.5786 3.4193 -4.3066 -0.10
Al 6.9090 1.8402 -4.5873 -0.02
F 5.3476 2.0379 -5.3724 -0.11
F 6.6760 1.0252 -3.0800 -0.21
F 7.9483 0.9284 -5.5916 -0.17
Mg 0.6121 3.7077 -4.2846 0.83
C 1.3929 -3.2469 2.9084 -0.80
O 1.4013 -3.0584 4.1812 -0.30
O 0.1647 -2.8295 2.3267 0.00
O 2.2397 -3.6892 2.1741 0.06
H -0.2402 -2.5486 3.1663 0.08
C -5.6714 -4.2656 -2.2231 -0.10
O -4.3086 -4.3393 -2.6199 -0.19
C -4.0870 -3.8034 -3.9130 -0.20
C -3.4775 -2.4205 -3.8328 -0.20
O -4.3910 -1.4778 -3.2867 -0.18
C -4.1205 -1.1842 -1.9327 -0.12
H -5.7254 -4.4984 -1.1612 0.09
H -6.0879 -3.2686 -2.3848 0.08
H -6.2609 -5.0042 -2.7725 0.10
H -5.0110 -3.7888 -4.4949 0.13
H -3.3815 -4.4691 -4.4183 0.13
H -3.2390 -2.0817 -4.8455 0.13
H -2.5462 -2.4400 -3.2540 0.10
H -3.2303 -0.5563 -1.8598 0.04
H -3.9846 -2.0911 -1.3380 0.09
H -4.9699 -0.6314 -1.5313 0.09
F 6.0432 4.1286 -6.2256 -0.03
N -0.5549 3.0624 5.0239 -0.56
O -0.8584 4.0845 5.5920 0.08
O -1.4930 2.4053 4.3517 -0.20
O 0.5815 2.6296 5.0735 0.05
K 1.5330 -2.7972 6.5325 0.97
O 2.8148 0.9784 3.5270 0.36
H 2.6336 0.1555 3.0287 0.19
H 2.2044 1.7005 3.2659 0.18
H 3.7507 1.2487 3.4450 0.21
C 2.0909 1.1208 8.7521 -0.78
O 3.0893 1.1160 9.5004 0.13
O 1.8897 2.3161 8.1020 0.08
O 1.2857 0.2002 8.5340 0.07
H 2.6695 2.7710 8.4996 0.13
Be -3.0997 2.0488 5.4405 1.01
```

Values from the calculation:
Gap between HOMO and LUMO: 1.7 eV
Net charge: +2

=====

| no. | M (g mol⁻¹) |
| --- | --- |
| 1 | 243.331 |
| 2 | 712.239 |
| 3 | 826.574 |